Computed, not measured: a structure of composition C20H35AlBClN5O4 at a distorted geometry, with the ωB97M-V functional and the def2-TZVPD basis.

Geometry as XYZ:
```
67
Properties=species:S:1:pos:R:3:mulliken_charge:R:1
Al -0.225 2.579 1.401 0.75
Cl -4.038 0.584 3.281 1.67
O -3.861 0.810 4.689 -0.63
O -2.837 0.968 2.567 -0.67
O -4.222 -0.869 3.129 -0.69
O -5.172 1.293 2.804 -0.64
B -0.715 0.326 -0.278 0.57
H -0.740 -0.718 -0.776 -0.31
H 0.002 0.197 0.629 -0.23
H -0.297 1.211 -0.893 -0.32
H -1.694 0.639 0.263 -0.23
C 0.495 -0.023 -6.025 -1.14
C 1.718 0.179 -5.099 -0.64
C 1.343 0.947 -3.833 0.55
C 1.429 2.409 -3.995 0.10
N 1.513 3.538 -4.189 -0.52
H 0.237 0.779 -6.721 0.32
H -0.428 -0.221 -5.475 0.24
H 0.710 -0.884 -6.660 0.37
H 2.542 0.706 -5.579 0.35
H 2.014 -0.855 -4.931 0.39
H 2.165 0.753 -3.132 -0.08
H 0.435 0.575 -3.365 0.02
C 0.951 -0.516 7.091 -1.14
C -0.264 -1.242 6.420 -0.57
C -1.041 -0.322 5.446 -0.29
C -0.293 -0.215 4.192 0.30
N 0.318 -0.085 3.226 -0.48
H 0.698 0.091 7.955 0.31
H 1.467 -0.014 6.272 0.32
H 1.665 -1.252 7.468 0.34
H -0.916 -1.634 7.197 0.40
H 0.140 -2.074 5.844 0.31
H -1.311 0.672 5.800 0.35
H -2.006 -0.796 5.251 0.19
C 5.150 0.512 -0.298 -1.13
C 5.561 1.797 -1.005 -0.49
C 4.458 2.416 -1.925 -0.12
C 3.179 2.509 -1.206 -0.13
N 2.169 2.628 -0.679 -0.25
H 5.164 -0.309 -1.022 0.28
H 4.227 0.579 0.272 0.33
H 5.936 0.137 0.363 0.37
H 6.462 1.670 -1.600 0.34
H 5.738 2.579 -0.264 0.31
H 4.274 1.787 -2.798 0.19
H 4.776 3.401 -2.259 0.35
N -2.929 0.713 -2.295 0.19
C -4.070 -0.014 -2.364 -0.16
C -4.688 0.123 -3.585 -0.70
C -3.841 0.933 -4.368 -0.50
C -2.778 1.286 -3.520 -0.28
H -2.202 0.721 -1.576 0.21
H -4.443 -0.519 -1.484 0.46
H -5.520 -0.382 -4.045 0.39
H -3.988 1.168 -5.407 0.43
H -1.945 1.959 -3.665 0.56
N -1.138 -2.166 1.399 0.54
C -1.987 -2.951 2.052 -0.09
C -1.537 -4.328 1.978 -0.59
C -0.317 -4.259 1.316 -0.61
C -0.096 -2.933 0.926 -0.11
H -1.263 -1.203 1.107 0.05
H -2.994 -2.638 2.296 0.52
H -2.000 -5.203 2.400 0.48
H 0.299 -5.104 1.055 0.45
H 0.566 -2.445 0.227 0.45
```

Results
Total charge: +1
Lowest unoccupied orbital energy, eV: -9.0
E_HOMO, Eh: -0.4091
Strongest force on any atom, eV/A: 2.8